The following is a DFT calculation (ωB97M-V with the def2-TZVPD basis set) of the molecule C5H10O2.

```
17
C5H10O2, DFT ωB97M-V with the def2-TZVPD basis set
H 0.00 -0.63 1.23
C 1.65 -0.58 -0.05
H -1.07 -2.07 -0.27
H 2.04 0.07 -0.85
H -2.41 1.70 -0.30
H 1.84 -1.62 -0.35
O 2.30 -0.32 1.19
H -0.03 1.51 -0.95
H 0.09 1.78 0.81
C -1.81 0.90 0.12
O -2.04 -0.28 -0.65
H 3.06 0.26 1.05
C -0.30 1.12 0.04
H -0.53 -1.19 -1.72
C -0.86 -1.07 -0.67
C 0.17 -0.33 0.19
H -2.11 0.74 1.17
```

Output
Spin multiplicity: 1
LUMO level (eV): 0.881
ΔE to the lowest compared entry with this formula, charge and spin (kcal per mole): 38.1
HOMO (Eh): -0.352
SMILES string: OC[C@H]1CCOC1